Computed, not measured: C2H4N2OS2 in the gas phase in a non-equilibrium geometry, with ωB97M-V/def2-TZVPD.

Calculated values
LUMO level in eV: -1.059
E in eV: -28833.2919
HOMO level in Ha: -0.316

Geometry as ORCA input:
```
! RIJCOSX wB97M-V def2-TZVPD def2/J DEFGRID3
* xyz 0 1
C -0.499 -0.868 0.170
C 0.481 0.306 -0.197
H -0.101 -2.794 0.555
H 1.394 -1.627 0.660
H -3.336 0.002 -0.633
H -1.427 1.604 0.275
N 0.319 -1.908 0.726
N -1.716 -1.066 -0.201
O -2.442 0.166 -0.440
S 0.032 1.771 0.389
S 2.024 -0.166 -0.442
*
```

Here are the Mulliken charges for atoms 1 to 8, given in e: number 1, C, carries 0.46; number 2, C, carries 0.37; number 3, H, carries 0.23; number 4, H, carries 0.22; number 5, H, carries 0.32; number 6, H, carries 0.26; number 7, N, carries -0.45; number 8, N, carries -0.46

=====

Computed, not measured: 2 unconnected molecules or ions with the total composition CH5N3S in a non-equilibrium geometry, with ωB97M-V/def2-TZVPD.

Calculated values
LUMO level (alpha / beta) in eV: -1.380 / -1.394
E in eV: -16419.3871
HOMO level (alpha / beta) in Ha: -0.273 / -0.273

Geometry as ORCA input:
```
! RIJCOSX wB97M-V def2-TZVPD def2/J DEFGRID3
* xyz 0 1
C 2.039 -0.008 0.514
N -1.453 -0.405 0.026
N 1.158 0.675 -0.183
N -0.951 0.702 0.463
S 3.719 -0.080 0.143
H 1.636 -0.628 1.290
H -1.434 -0.589 -1.043
H -1.068 -1.180 0.649
H 1.590 1.349 -0.874
H -1.034 1.549 -0.215
*
```

Here are the Mulliken charges for atoms 1 to 8, given in e: number 1, C, carries -0.18; number 2, N, carries -0.15; number 3, N, carries -0.39; number 4, N, carries -0.27; number 5, S, carries -0.39; number 6, H, carries 0.27; number 7, H, carries 0.30; number 8, H, carries 0.31

=====

Computed, not measured: a molecular structure, C6H9O6Zn in a non-equilibrium geometry, with ωB97M-V/def2-TZVPD.

Calculated values
LUMO level in eV: -2.821
E in eV: -67065.2883
HOMO level in Ha: -0.199

Geometry as ORCA input:
```
! RIJCOSX wB97M-V def2-TZVPD def2/J DEFGRID3
* xyz -1 1
Zn 0.378 -0.222 0.125
C -5.091 1.790 -1.929
C -3.746 1.208 -1.455
O -2.742 0.983 -2.179
O -3.604 0.823 -0.301
H -5.217 1.840 -3.010
H -5.317 2.760 -1.486
H -5.938 1.136 -1.722
C 2.746 -5.064 -2.621
C 2.377 -3.868 -1.717
O 1.761 -3.996 -0.642
O 2.634 -2.696 -2.143
H 2.973 -5.989 -2.089
H 3.608 -4.826 -3.244
H 1.920 -5.162 -3.326
C 1.873 3.536 4.466
C 1.886 2.506 3.365
O 2.113 2.820 2.171
O 1.514 1.326 3.598
H 2.181 4.507 4.079
H 2.745 3.245 5.051
H 0.949 3.342 5.011
*
```

Here are the Mulliken charges for atoms 1 to 8, given in e: number 1, Zn, carries 0.75; number 2, C, carries -0.87; number 3, C, carries 0.72; number 4, O, carries -0.59; number 5, O, carries -0.58; number 6, H, carries 0.30; number 7, H, carries 0.23; number 8, H, carries 0.27

=====

Computed, not measured: a molecular structure, C19H52BO13P3Tl in a non-equilibrium geometry, with ωB97M-V/def2-TZVPD.

Calculated values
LUMO level in eV: -8.271
E in eV: -80394.9796
HOMO level in Ha: -0.438

Geometry as ORCA input:
```
! RIJCOSX wB97M-V def2-TZVPD def2/J DEFGRID3
* xyz 1 1
Tl -14.305 -9.450 -0.807
C -12.286 -10.813 2.682
O -13.130 -10.452 1.682
H -11.550 -11.564 2.385
H -11.680 -9.920 2.942
H -12.901 -11.046 3.556
B -12.608 -11.408 -2.149
H -12.500 -10.324 -2.536
H -13.757 -11.625 -2.297
H -12.139 -12.196 -2.861
H -12.297 -11.512 -1.040
C -9.400 -4.962 0.246
C -9.809 -6.186 -0.530
O -10.377 -5.867 -1.784
P -11.228 -6.970 -2.554
O -12.262 -7.725 -1.834
O -11.790 -6.226 -3.861
C -11.093 -5.133 -4.460
C -11.564 -5.005 -5.893
O -10.039 -7.891 -3.121
C -10.304 -8.819 -4.196
C -9.029 -9.088 -4.986
H -10.283 -4.335 0.417
H -8.953 -5.225 1.198
H -8.855 -4.311 -0.440
H -8.944 -6.864 -0.541
H -10.522 -6.832 0.002
H -11.334 -4.265 -3.839
H -10.008 -5.259 -4.475
H -12.628 -5.033 -6.112
H -11.127 -4.122 -6.363
H -11.089 -5.845 -6.408
H -10.678 -9.693 -3.655
H -11.125 -8.517 -4.850
H -8.548 -8.124 -5.165
H -8.352 -9.714 -4.409
H -9.261 -9.506 -5.963
C -15.275 -15.178 -3.373
C -15.147 -13.993 -2.415
O -16.090 -14.126 -1.348
P -15.769 -13.415 0.070
O -15.313 -12.011 -0.025
O -17.133 -13.648 0.849
C -18.322 -12.917 0.484
C -19.258 -13.887 -0.208
O -14.755 -14.375 0.799
C -15.070 -15.770 0.959
C -14.183 -16.675 0.122
H -15.484 -16.022 -2.711
H -16.096 -15.064 -4.078
H -14.371 -15.474 -3.902
H -14.157 -13.966 -1.947
H -15.232 -13.025 -2.914
H -18.651 -12.346 1.355
H -17.994 -12.110 -0.185
H -18.721 -14.232 -1.093
H -19.447 -14.804 0.346
H -20.156 -13.349 -0.512
H -14.968 -16.041 2.010
H -16.123 -15.931 0.723
H -13.191 -16.761 0.557
H -14.663 -17.648 0.018
H -14.147 -16.293 -0.900
C -17.984 -7.228 -6.612
C -17.572 -8.015 -5.341
O -16.352 -8.717 -5.553
P -14.996 -8.301 -4.827
O -14.950 -8.596 -3.362
O -14.709 -6.770 -5.185
C -14.978 -5.748 -4.194
C -15.955 -4.755 -4.776
O -13.858 -8.983 -5.697
C -13.468 -10.347 -5.510
C -14.263 -11.270 -6.431
H -18.862 -6.627 -6.367
H -17.160 -6.606 -6.952
H -18.338 -7.909 -7.384
H -17.507 -7.346 -4.480
H -18.364 -8.730 -5.122
H -15.293 -6.238 -3.273
H -14.098 -5.168 -3.910
H -16.986 -5.089 -4.652
H -15.836 -3.808 -4.250
H -15.717 -4.628 -5.830
H -12.423 -10.512 -5.768
H -13.596 -10.706 -4.490
H -14.432 -10.826 -7.416
H -13.737 -12.201 -6.636
H -15.277 -11.453 -6.071
*
```

Here are the Mulliken charges for atoms 1 to 8, given in e: number 1, Tl, carries 1.26; number 2, C, carries -0.55; number 3, O, carries -0.15; number 4, H, carries 0.28; number 5, H, carries 0.35; number 6, H, carries 0.29; number 7, B, carries 1.06; number 8, H, carries -0.73

=====

Computed, not measured: 2 unconnected molecules or ions with the total composition C4H13N3O in a non-equilibrium geometry, with ωB97M-V/def2-TZVPD.

Calculated values
LUMO level in eV: -0.632
E in eV: -10871.7090
HOMO level in Ha: -0.276

Geometry as ORCA input:
```
! RIJCOSX wB97M-V def2-TZVPD def2/J DEFGRID3
* xyz 0 1
C -2.854 1.067 0.343
C -0.519 -0.679 -0.927
N -1.583 1.080 1.055
O -0.811 2.010 0.716
H 0.728 1.377 0.618
H -2.783 1.498 -0.659
H -3.552 1.641 0.953
H -3.219 0.044 0.319
H -0.954 0.219 -1.347
H -1.186 -1.516 -0.740
H 0.188 -0.960 -1.705
C 1.570 -1.872 0.361
N 2.184 0.843 -0.733
C 0.722 -0.625 0.428
N 1.398 0.593 0.439
H 3.154 0.638 -0.508
H 2.154 1.834 -0.961
H 0.045 -0.639 1.286
H 2.189 -1.936 1.253
H 2.205 -1.873 -0.524
H 0.926 -2.747 0.333
*
```

Here are the Mulliken charges for atoms 1 to 8, given in e: number 1, C, carries -0.77; number 2, C, carries -1.38; number 3, N, carries 0.08; number 4, O, carries -0.37; number 5, H, carries 0.42; number 6, H, carries 0.37; number 7, H, carries 0.29; number 8, H, carries 0.31

=====

Computed, not measured: a molecular structure, C15H24BBrCdO2 in a non-equilibrium geometry, with ωB97M-V/def2-TZVPD.

Calculated values
LUMO level in eV: -11.432
E in eV: -95302.4778
HOMO level in Ha: -0.528

Geometry as ORCA input:
```
! RIJCOSX wB97M-V def2-TZVPD def2/J DEFGRID3
* xyz 2 1
C 4.491 -0.887 0.458
O 4.989 0.244 -0.227
C 4.269 0.625 -1.365
C 2.760 0.759 -1.178
C 2.428 1.765 -0.028
B 0.918 1.724 0.252
Br -0.284 2.221 -1.278
C 0.277 1.339 1.660
O -0.462 0.110 1.618
C -1.606 0.071 0.932
C -2.506 1.154 0.933
C -3.729 1.082 0.292
C -4.675 2.236 0.311
C -4.036 -0.121 -0.383
C -3.167 -1.205 -0.375
C -1.933 -1.173 0.274
C -1.046 -2.383 0.322
C 0.419 -2.123 -0.055
C -1.559 -3.543 -0.526
H 5.320 -1.328 0.996
H 3.723 -0.620 1.190
H 4.072 -1.635 -0.215
H 4.454 -0.047 -2.206
H 4.635 1.606 -1.657
H 2.269 -0.192 -1.002
H 2.357 1.135 -2.115
H 3.009 1.555 0.861
H 2.679 2.753 -0.434
H 1.096 1.186 2.352
H -0.322 2.144 2.085
H -2.265 2.052 1.480
H -4.215 3.086 0.804
H -5.583 1.997 0.854
H -4.918 2.547 -0.704
H -4.977 -0.194 -0.907
H -3.499 -2.086 -0.893
H -1.054 -2.730 1.362
H 0.937 -1.437 0.603
H 0.944 -3.071 0.015
H 0.480 -1.825 -1.100
H -2.524 -3.890 -0.166
H -0.876 -4.379 -0.485
H -1.695 -3.234 -1.561
Cd 0.406 4.714 -0.794
*
```

Here are the Mulliken charges for atoms 1 to 8, given in e: number 1, C, carries -0.62; number 2, O, carries -0.37; number 3, C, carries -0.78; number 4, C, carries -0.41; number 5, C, carries -0.22; number 6, B, carries 0.71; number 7, Br, carries -0.40; number 8, C, carries -0.57